7
Properties=species:S:1:pos:R:3:nbo_charge:R:1 method="wB97M-V/def2-TZVPD" homo_ev=-3.84 homo_lumo_gap_ev=7.49 charge=-1 smiles="[O-]C(=S)SP" relative_energy_kcal_mol=2.5
O -0.251 -1.369 -0.716 -0.669
C 0.864 -1.155 -0.254 0.178
S 2.185 -2.085 -0.108 -0.355
S 0.987 0.558 0.562 -0.217
P -0.898 1.012 -0.230 0.183
H -0.900 2.407 -0.045 -0.074
H -1.987 0.631 0.791 -0.045